# C9H6Br2O

A molecular structure, C9H6Br2O at a distorted geometry (ωB97M-V/def2-TZVPD, the OMol25 dataset).

Summary:
- <S²> = 2.028
- E_tot (Ha) = -5569.6659
- HOMO-LUMO gap (alpha / beta) (eV) = 6.02 / 6.39
- spin multiplicity = 3
- net charge = 0

Structure (XYZ):
```
18
Properties=species:S:1:pos:R:3:forces:R:3:nbo_charge:R:1
H -2.40430 -0.58362 2.49018 0.101 -0.360 0.232 0.221
C -0.17331 -0.16668 -0.79559 -2.978 -0.601 -1.304 0.404
C 2.54253 0.36189 -0.44029 0.082 -0.013 0.757 -0.127
H 3.59539 0.56643 -0.30877 0.037 0.039 0.022 0.220
H 0.25390 -0.18354 -2.88074 -0.064 0.004 -0.097 0.233
C 1.71837 0.23213 0.65498 0.063 0.126 0.162 -0.215
C 0.35541 -0.02654 0.50471 -0.170 -0.175 1.741 -0.048
C 0.67801 -0.06300 -1.89732 1.582 0.543 -0.794 -0.200
C -2.58025 -0.08870 0.40628 -1.246 0.930 1.872 -0.157
C -0.48122 -0.25176 1.65623 0.864 0.147 0.019 -0.257
Br -3.98999 -1.26283 -0.00659 -0.200 -0.177 0.265 0.099
C 2.01602 0.20693 -1.71622 -0.869 -0.148 -1.254 -0.234
H 2.11256 0.35593 1.65460 0.022 -0.065 0.030 0.220
C -1.81780 -0.34059 1.61534 -1.302 0.014 -0.780 -0.228
Br -3.05416 1.74592 0.08719 0.337 -0.203 -0.070 0.074
O -1.44190 -0.41475 -1.04197 3.537 -0.138 -0.849 -0.443
H 0.02163 -0.41053 2.59917 0.074 0.162 0.137 0.217
H 2.64912 0.32329 -2.58119 0.130 -0.085 -0.089 0.222
```
Forces are in eV/Å.

# C4H4N2O

A single C4H4N2O molecule (ωB97M-V/def2-TZVPD, the OMol25 dataset).

Summary:
- relative energy (zero: lowest compared OMol25 entry of this formula, charge and spin) (kcal/mol) = 51.8
- E_tot (Ha) = -339.4992
- HOMO-LUMO gap (eV) = 9.88
- spin multiplicity = 1
- net charge = 0
- SMILES string = [H]/N=C/N=C=CC=O

Structure (XYZ):
```
11
Properties=species:S:1:pos:R:3:forces:R:3:nbo_charge:R:1
C -2.37250 0.48615 -0.04680 -0.054 -0.209 -0.100 0.407
C -1.10951 1.21253 0.14468 0.049 -0.031 -0.036 -0.562
H -3.26062 1.14782 -0.02213 -0.006 -0.140 0.077 0.115
H -1.09769 2.24109 0.48019 -0.064 -0.056 0.040 0.256
H 2.97521 -0.21825 0.04043 0.126 -0.116 0.071 0.170
H 2.52243 -2.41219 0.42874 0.033 -0.053 0.026 0.348
C 2.00566 -0.69454 -0.08818 0.046 -0.330 0.129 0.251
C 0.03768 0.64724 -0.18402 0.458 -0.181 -0.235 0.570
O -2.47674 -0.70510 -0.24016 0.061 0.506 0.034 -0.525
N 1.07003 0.19927 -0.61279 -0.821 0.282 0.000 -0.436
N 1.70604 -1.90403 0.10005 0.172 0.328 -0.007 -0.593
```
Forces are in eV/Å.

# C4H6O

2 unconnected molecules or ions with the total composition C4H6O at a distorted geometry (ωB97M-V/def2-TZVPD, the OMol25 dataset).

Summary:
- relative energy (zero: lowest compared OMol25 entry of this formula, charge and spin) (kcal/mol) = 133.8
- E_tot (Ha) = -231.0104
- HOMO-LUMO gap (eV) = 9.44
- spin multiplicity = 1
- net charge = 0

Structure (XYZ):
```
11
Properties=species:S:1:pos:R:3:forces:R:3:nbo_charge:R:1
H -0.39058 0.64048 1.36193 -0.217 -0.665 1.932 0.184
C 1.06815 -1.09414 -0.78154 -3.073 -0.200 -2.258 -0.212
H 0.83981 1.35526 0.39418 2.605 0.978 0.343 0.175
H -0.74784 2.23604 0.66036 0.481 0.688 0.579 0.204
H 0.16185 -1.97863 -2.70091 -0.089 0.283 -0.479 0.237
C -0.32378 -0.61867 -0.71639 -1.578 -0.119 1.283 0.232
H 1.96268 -1.31373 -0.28649 1.031 -0.228 0.560 0.229
C 0.29323 -1.32079 -1.86752 0.750 0.765 3.298 -0.166
C -0.16318 1.33641 0.61741 -2.427 -0.918 -2.164 -0.245
H -1.64345 -1.52486 0.25609 2.614 1.543 -1.652 -0.082
O -0.70941 0.73872 -0.57147 -0.096 -2.128 -1.442 -0.557
```
Forces are in eV/Å.

# C4H13N3

A gas-phase ion, C4H13N3 (charge +3) at a distorted geometry (ωB97M-V/def2-TZVPD, the OMol25 dataset).

Summary:
- <S²> = 0.755
- relative energy (zero: lowest compared OMol25 entry of this formula, charge and spin) (kcal/mol) = 45.7
- E_tot (Ha) = -323.1805
- HOMO-LUMO gap (alpha / beta) (eV) = 10.80 / 7.72
- spin multiplicity = 2
- net charge = +3

Structure (XYZ):
```
20
Properties=species:S:1:pos:R:3:forces:R:3:nbo_charge:R:1
C -0.20488 -2.21172 -1.22189 -0.829 0.692 0.252 -0.222
H -0.65817 3.99768 0.20907 0.841 -0.111 -0.535 0.499
H -1.20922 -1.97244 -1.57235 0.077 0.164 -0.228 0.242
N 0.52732 1.37096 0.36966 0.738 -1.976 -1.299 -0.158
H 0.44319 2.20495 2.28198 0.336 -0.386 0.047 0.310
H -1.43432 -3.59423 -0.38304 -0.083 -0.659 0.132 0.464
H -1.11731 0.44807 -0.65244 -0.153 0.433 -0.019 0.274
H 0.49911 0.66183 -1.43783 -0.157 -0.690 -0.255 0.317
H 0.03270 -3.72644 0.34431 0.295 0.142 0.112 0.459
N -0.42780 -3.57268 -0.55353 0.163 0.291 -0.614 -0.674
N -0.10745 3.62112 0.99727 -1.455 -0.447 0.215 -0.505
H 0.43334 -2.19837 -2.10206 0.310 -0.646 0.246 0.281
H 1.28435 -1.24616 0.06492 -0.114 -0.426 -0.095 0.253
H -0.29453 -1.43735 0.78523 -0.263 0.443 0.055 0.256
H 1.56244 1.26736 0.33192 -0.086 0.195 0.313 0.473
C -0.04979 0.29627 -0.54261 -1.102 1.057 0.190 -0.219
C 0.20751 2.40562 1.23118 -0.003 1.664 1.217 0.387
H -0.16623 -4.38167 -1.13993 -0.166 0.240 -0.112 0.489
C 0.20830 -1.18636 -0.14917 1.638 0.156 0.481 -0.427
H -0.13163 4.25512 1.81444 0.014 -0.137 -0.104 0.501
```
Forces are in eV/Å.

Please write out number 3 again, unchanged.
# C4H6O

2 unconnected molecules or ions with the total composition C4H6O at a distorted geometry (ωB97M-V/def2-TZVPD, the OMol25 dataset).

Summary:
- relative energy (zero: lowest compared OMol25 entry of this formula, charge and spin) (kcal/mol) = 133.8
- E_tot (Ha) = -231.0104
- HOMO-LUMO gap (eV) = 9.44
- spin multiplicity = 1
- net charge = 0

Structure (XYZ):
```
11
Properties=species:S:1:pos:R:3:forces:R:3:nbo_charge:R:1
H -0.39058 0.64048 1.36193 -0.217 -0.665 1.932 0.184
C 1.06815 -1.09414 -0.78154 -3.073 -0.200 -2.258 -0.212
H 0.83981 1.35526 0.39418 2.605 0.978 0.343 0.175
H -0.74784 2.23604 0.66036 0.481 0.688 0.579 0.204
H 0.16185 -1.97863 -2.70091 -0.089 0.283 -0.479 0.237
C -0.32378 -0.61867 -0.71639 -1.578 -0.119 1.283 0.232
H 1.96268 -1.31373 -0.28649 1.031 -0.228 0.560 0.229
C 0.29323 -1.32079 -1.86752 0.750 0.765 3.298 -0.166
C -0.16318 1.33641 0.61741 -2.427 -0.918 -2.164 -0.245
H -1.64345 -1.52486 0.25609 2.614 1.543 -1.652 -0.082
O -0.70941 0.73872 -0.57147 -0.096 -2.128 -1.442 -0.557
```
Forces are in eV/Å.

net charge of number 2 (C4H4N2O)? 0